The following is a DFT calculation (ωB97M-V with the def2-TZVPD basis set) of 5 unconnected molecules or ions with the total composition C42H37F6N3O19PS in a non-equilibrium geometry.

Summary:
E_HOMO (eV): -11.05
Relative energy (zero: lowest compared OMol25 entry of this formula, charge and spin) (kcal per mole): 508.9
DFT total energy (eV): -123925.410
2S+1: 1
Total charge: +1
Gap between HOMO and LUMO (eV): 5.82
Maximum force (eV/Å): 10.8

Geometry (Å):
C  7.107  2.034  -0.060
C  6.281  1.104  1.022
O  7.274  0.306  1.758
C  5.254  0.074  0.204
N  4.215  -0.418  1.192
C  2.968  -0.956  0.472
C  1.673  -0.444  1.338
O  0.384  -0.499  0.605
C  0.255  0.608  -0.355
C  0.750  0.412  -1.922
N  0.395  1.776  -2.472
C  0.753  1.956  -3.933
C  -0.609  1.762  -4.845
O  -0.636  2.004  -6.184
F  -1.841  1.272  -4.130
C  -0.249  2.697  -1.459
P  -0.790  4.423  -2.071
S  0.084  5.921  -1.177
N  -0.350  2.003  -0.118
C  -0.956  2.591  1.137
F  -0.409  1.823  2.317
F  -0.591  4.015  1.392
C  -2.595  2.317  1.174
C  -3.704  3.219  0.361
C  -5.321  2.935  0.351
C  -5.914  1.672  1.227
C  -4.828  0.775  2.091
C  -5.439  -0.473  3.019
F  -4.345  -1.192  3.772
F  -6.273  -1.395  2.200
F  -6.306  0.175  4.071
C  -3.189  1.051  2.086
H  6.972  3.195  0.166
H  8.252  1.741  0.031
H  6.698  1.778  -1.126
H  5.685  1.817  1.754
H  7.928  0.998  2.118
H  4.759  0.756  -0.641
H  5.870  -0.783  -0.309
H  3.983  0.406  1.790
H  3.022  -0.561  -0.628
H  2.998  -2.145  0.407
H  1.661  -1.101  2.334
H  1.832  0.709  1.604
H  1.247  -0.501  -2.459
H  1.469  1.060  -4.223
H  1.301  2.994  -4.150
H  -0.374  4.502  -3.479
H  -2.253  4.550  -2.118
H  -3.304  4.132  -0.254
H  -5.990  3.679  -0.300
H  -7.085  1.443  1.216
H  -2.473  0.359  2.738
C  2.243  7.384  2.640
C  2.409  8.037  1.488
C  3.701  8.697  1.152
O  3.830  9.273  0.078
C  4.786  8.632  2.144
C  4.619  7.982  3.298
C  3.336  7.299  3.621
O  3.218  6.694  4.681
O  5.633  7.920  4.235
O  1.386  8.123  0.563
H  1.310  6.898  2.896
H  5.714  9.131  1.895
H  5.268  7.395  4.980
H  1.753  8.643  -0.185
C  2.669  -5.807  1.898
C  2.620  -6.423  3.080
C  1.650  -6.007  4.130
O  1.615  -6.605  5.200
C  0.761  -4.872  3.836
C  0.812  -4.254  2.655
C  1.764  -4.688  1.595
O  1.775  -4.111  0.513
O  -0.018  -3.185  2.372
O  3.470  -7.474  3.373
H  3.368  -6.101  1.125
H  0.072  -4.569  4.614
H  0.209  -2.912  1.457
H  3.238  -7.751  4.286
C  -8.979  -6.977  3.094
C  -9.826  -5.959  3.255
C  -9.394  -4.550  3.036
O  -10.200  -3.637  3.173
C  -7.991  -4.310  2.662
C  -7.143  -5.329  2.504
C  -7.583  -6.738  2.697
O  -6.785  -7.654  2.527
O  -5.823  -5.110  2.156
O  -11.139  -6.175  3.631
H  -9.280  -8.005  3.248
H  -7.686  -3.281  2.523
H  -5.416  -6.002  2.102
H  -11.547  -5.283  3.679
C  0.111  -2.469  -8.406
C  0.357  -1.305  -7.801
C  1.724  -0.956  -7.324
O  1.924  0.129  -6.788
C  2.795  -1.947  -7.514
C  2.547  -3.112  -8.116
C  1.187  -3.449  -8.617
O  0.994  -4.521  -9.183
O  3.548  -4.049  -8.295
O  -0.650  -0.380  -7.596
H  -0.878  -2.735  -8.759
H  3.779  -1.688  -7.147
H  3.119  -4.804  -8.755
H  -0.220  0.377  -7.142